(1)
3 unconnected molecules or ions with the total composition C4H16NO2 in a non-equilibrium geometry. Source: the OMol25 dataset; level of theory: ωB97M-V/def2-TZVPD.

## Properties
- Relative energy (zero: lowest compared OMol25 entry of this formula, charge and spin): 22.2 kcal per mole
- Gap between HOMO and LUMO (spin up / spin down): 3.467 / 11.498 eV
- Maximum force: 0.0657 hartree/bohr
- E_HOMO (spin up / spin down): -2.93 / -11.11 eV
- Multiplicity: 2
- E: -367.07595 Ha

Each atom is followed by the atoms it is bonded to, with distances in Å.
Geometry (Å):
1 C 0.861 0.814 -1.131  C2 1.533, N5 1.466, H6 1.110, H7 1.201
2 C 1.487 0.019 0.021  C1 1.533, C3 1.516, C4 1.622, H8 1.216
3 C 2.992 0.097 -0.137  C2 1.516, H9 1.073, H10 1.117, H11 1.034
4 C 0.881 -1.484 0.063  C2 1.622, H12 1.200, H13 1.151, H14 1.078
5 N -0.582 0.941 -0.905  C1 1.466, H15 0.984, H16 1.020, H17 1.070
6 H 0.948 0.307 -2.116  C1 1.110
7 H 1.245 1.948 -1.030  C1 1.201
8 H 1.179 0.548 1.072  C2 1.216
9 H 3.437 -0.237 -1.055  C3 1.073
10 H 3.521 -0.549 0.605  C3 1.117
11 H 3.342 1.059 0.008  C3 1.034
12 H 0.962 -1.973 -1.029  C4 1.200
13 H 1.465 -2.208 0.742  C4 1.151
14 H -0.136 -1.384 0.408  C4 1.078
15 H -0.758 1.619 -0.214  N5 0.984
16 H -1.026 0.056 -0.661  N5 1.020
17 H -1.057 1.227 -1.820  N5 1.070
18 H -3.694 -0.879 -0.595  O20 0.976
19 H -3.029 -0.160 0.646  O20 1.013
20 O -2.874 -0.430 -0.318  H18 0.976, H19 1.013
21 H -2.271 0.392 2.666  O23 0.994
22 H -3.807 -0.094 2.682  O23 1.037
23 O -3.087 0.371 2.098  H21 0.994, H22 1.037

(2)
3 unconnected molecules or ions with the total composition C4H16NO2 in a non-equilibrium geometry. Source: the OMol25 dataset; level of theory: ωB97M-V/def2-TZVPD.

## Properties
- Relative energy (zero: lowest compared OMol25 entry of this formula, charge and spin): 24.6 kcal per mole
- Gap between HOMO and LUMO (spin up / spin down): 4.087 / 11.780 eV
- Maximum force: 0.0742 hartree/bohr
- E_HOMO (spin up / spin down): -3.21 / -11.14 eV
- Multiplicity: 2
- E: -367.07205 Ha

Each atom is followed by the atoms it is bonded to, with distances in Å.
Geometry (Å):
1 C -0.659 -0.169 0.306  C2 1.549, N5 1.501, H6 1.097, H7 1.074
2 C 0.229 -0.973 -0.676  C1 1.549, C3 1.540, C4 1.480, H8 1.097
3 C -0.190 -2.453 -0.610  C2 1.540, H9 1.113, H10 1.091, H11 1.097
4 C 0.154 -0.502 -2.078  C2 1.480, H12 1.110, H13 1.094, H14 1.111
5 N 0.022 1.105 0.714  C1 1.501, H15 1.031, H16 1.123, H17 1.044
6 H -1.623 -0.020 -0.195  C1 1.097
7 H -0.876 -0.693 1.219  C1 1.074
8 H 1.258 -0.867 -0.309  C2 1.097
9 H 0.659 -3.148 -0.797  C3 1.113
10 H -0.666 -2.887 0.270  C3 1.091
11 H -0.776 -2.736 -1.494  C3 1.097
12 H 0.543 0.526 -2.231  C4 1.110
13 H -0.838 -0.259 -2.469  C4 1.094
14 H 0.352 -1.086 -3.001  C4 1.111
15 H -0.669 1.782 1.070  N5 1.031
16 H 0.531 1.046 1.713  N5 1.123
17 H 0.452 1.446 -0.173  N5 1.044
18 H 3.316 0.637 0.417  O20 0.978
19 H 3.195 0.073 1.973  O20 0.948
20 O 2.771 0.300 1.156  H18 0.978, H19 0.948
21 H -2.726 2.949 1.018  O23 0.967
22 H -2.059 3.346 2.324  O23 0.958
23 O -2.399 2.584 1.853  H21 0.967, H22 0.958

(3)
3 unconnected molecules or ions with the total composition C4H16NO2 in a non-equilibrium geometry. Source: the OMol25 dataset; level of theory: ωB97M-V/def2-TZVPD.

## Properties
- Relative energy (zero: lowest compared OMol25 entry of this formula, charge and spin): 36.7 kcal per mole
- Gap between HOMO and LUMO: 12.252 eV
- Maximum force: 0.0497 hartree/bohr
- E_HOMO: -15.07 eV
- E: -366.97103 Ha
- Net charge: +1

Each atom is followed by the atoms it is bonded to, with distances in Å.
Geometry (Å):
1 C -1.781 0.658 -1.597  C2 1.543, H6 1.128, H7 1.059, H8 1.141
2 C -0.576 0.708 -0.634  C1 1.543, N3 1.606, C5 1.543, H9 1.106
3 N -0.615 -0.565 0.345  C2 1.606, C4 1.554, H10 1.025, H11 1.006
4 C -2.014 -0.914 0.928  N3 1.554, H12 1.122, H13 1.095, H14 1.100
5 C 0.717 0.881 -1.458  C2 1.543, H15 1.119, H16 1.111, H17 1.149
6 H -1.959 -0.336 -2.099  C1 1.128
7 H -1.658 1.350 -2.390  C1 1.059
8 H -2.781 0.970 -1.147  C1 1.141
9 H -0.631 1.507 0.129  C2 1.106
10 H -0.152 -1.241 -0.271  N3 1.025
11 H 0.019 -0.452 1.117  N3 1.006
12 H -2.751 -1.466 0.288  C4 1.122
13 H -1.880 -1.492 1.848  C4 1.095
14 H -2.397 0.101 1.113  C4 1.100
15 H 0.911 0.084 -2.220  C5 1.119
16 H 1.567 1.058 -0.764  C5 1.111
17 H 0.723 1.874 -2.035  C5 1.149
18 H 1.994 -0.932 0.723  O20 0.964
19 H 2.658 -2.412 0.860  O20 0.977
20 O 1.842 -1.873 0.862  H18 0.964, H19 0.977
21 H 3.414 0.419 2.665  O23 0.969
22 H 2.668 1.462 1.676  O23 0.935
23 O 2.681 0.611 2.062  H21 0.969, H22 0.935

(4)
3 unconnected molecules or ions with the total composition C4H16NO2 in a non-equilibrium geometry. Source: the OMol25 dataset; level of theory: ωB97M-V/def2-TZVPD.

## Properties
- Relative energy (zero: lowest compared OMol25 entry of this formula, charge and spin): 17.8 kcal per mole
- Gap between HOMO and LUMO: 12.526 eV
- Maximum force: 0.0529 hartree/bohr
- E_HOMO: -15.39 eV
- E: -367.00113 Ha
- Net charge: +1

Each atom is followed by the atoms it is bonded to, with distances in Å.
Geometry (Å):
1 C 0.956 -1.337 -1.186  C2 1.550, H6 1.086, H7 1.093, H8 1.085
2 C 0.414 -0.103 -0.420  C1 1.550, C3 1.552, N5 1.523, H9 1.086
3 C -0.877 0.649 -0.837  C2 1.552, C4 1.560, H10 1.084, H11 1.084
4 C -0.729 0.971 -2.357  C3 1.560, H12 1.088, H13 1.088, H14 1.090
5 N 0.304 -0.430 1.063  C2 1.523, H15 1.023, H16 1.042, H17 1.030
6 H 1.705 -1.020 -1.905  C1 1.086
7 H 0.121 -1.891 -1.621  C1 1.093
8 H 1.417 -1.998 -0.459  C1 1.085
9 H 1.165 0.675 -0.525  C2 1.086
10 H -1.730 0.009 -0.642  C3 1.084
11 H -0.803 1.626 -0.374  C3 1.084
12 H -1.654 1.428 -2.701  C4 1.088
13 H 0.086 1.687 -2.438  C4 1.088
14 H -0.509 0.086 -2.954  C4 1.090
15 H 0.209 -1.435 1.227  N5 1.023
16 H 1.074 -0.189 1.722  N5 1.042
17 H -0.640 -0.220 1.418  N5 1.030
18 H -3.544 -0.374 1.531  O20 0.956
19 H -2.981 0.329 2.703  O20 0.970
20 O -2.730 -0.324 2.030  H18 0.956, H19 0.970
21 H 2.560 0.990 2.847  O23 0.953
22 H 3.524 0.494 1.754  O23 0.946
23 O 2.662 0.376 2.125  H21 0.953, H22 0.946

(5)
4 unconnected molecules or ions with the total composition C4H16NO3 in a non-equilibrium geometry. Source: the OMol25 dataset; level of theory: ωB97M-V/def2-TZVPD.

## Properties
- Relative energy (zero: lowest compared OMol25 entry of this formula, charge and spin): 79.3 kcal per mole
- Gap between HOMO and LUMO (spin up / spin down): 3.273 / 11.516 eV
- Maximum force: 0.1009 hartree/bohr
- E_HOMO (spin up / spin down): -2.68 / -11.06 eV
- Multiplicity: 2
- E: -442.25828 Ha

Each atom is followed by the atoms it is bonded to, with distances in Å.
Geometry (Å):
1 C 0.815 -0.447 0.707  N2 1.473, C5 1.567, H6 1.129, H7 1.094
2 N 0.594 0.905 0.163  C1 1.473, C3 1.558, H8 0.988, H9 1.102
3 C 1.561 1.005 -1.054  N2 1.558, C4 1.639, H10 1.123, H11 1.015
4 C 1.864 -0.534 -1.531  C3 1.639, C5 1.549, H12 1.156, H13 1.050
5 C 1.114 -1.408 -0.495  C1 1.567, C4 1.549, H14 1.137, H15 1.059
6 H 1.535 -0.372 1.572  C1 1.129
7 H -0.222 -0.765 0.847  C1 1.094
8 H 0.643 1.683 0.771  N2 0.988
9 H -0.450 1.008 -0.174  N2 1.102
10 H 2.561 1.388 -0.718  C3 1.123
11 H 1.085 1.621 -1.705  C3 1.015
12 H 1.636 -0.850 -2.619  C4 1.156
13 H 2.878 -0.554 -1.260  C4 1.050
14 H 1.734 -2.360 -0.451  C5 1.137
15 H 0.325 -2.047 -0.794  C5 1.059
16 H -2.467 4.167 -0.338  O18 0.927
17 H -2.360 3.739 -1.797  O18 0.967
18 O -2.002 3.605 -0.909  H16 0.927, H17 0.967
19 H -2.175 -4.244 2.002  O21 0.902
20 H -0.756 -3.763 1.749  O21 1.020
21 O -1.741 -3.500 1.735  H19 0.902, H20 1.020
22 H -1.877 1.353 1.244  O24 0.924
23 H -2.482 -0.063 1.825  O24 1.024
24 O -1.812 0.432 1.230  H22 0.924, H23 1.024

(6)
3 unconnected molecules or ions with the total composition C4H16NO3 in a non-equilibrium geometry. Source: the OMol25 dataset; level of theory: ωB97M-V/def2-TZVPD.

## Properties
- Relative energy (zero: lowest compared OMol25 entry of this formula, charge and spin): 35.8 kcal per mole
- Gap between HOMO and LUMO: 10.802 eV
- Maximum force: 0.0744 hartree/bohr
- E_HOMO: -13.88 eV
- E: -442.20757 Ha
- Net charge: +1

Each atom is followed by the atoms it is bonded to, with distances in Å.
Geometry (Å):
1 C 1.147 1.483 -1.860  C2 1.546, H7 1.096, H8 1.088, H9 1.116
2 C 0.443 0.468 -0.932  C1 1.546, C3 1.552, N6 1.529, H10 1.087
3 C -0.880 0.042 -1.621  C2 1.552, C4 1.557, H11 1.072, H12 1.120
4 C -0.958 -1.508 -1.753  C3 1.557, O5 1.437, H13 1.086, H14 1.055
5 O -1.564 -1.961 -0.531  C4 1.437, H15 0.967
6 N -0.021 1.059 0.399  C2 1.529, H16 1.057, H17 1.065, H18 1.022
7 H 1.668 2.245 -1.268  C1 1.096
8 H 0.378 2.027 -2.405  C1 1.088
9 H 1.693 0.863 -2.610  C1 1.116
10 H 1.157 -0.341 -0.796  C2 1.087
11 H -1.770 0.420 -1.158  C3 1.072
12 H -0.994 0.333 -2.696  C3 1.120
13 H -1.726 -1.620 -2.511  C4 1.086
14 H -0.024 -1.987 -1.856  C4 1.055
15 H -1.730 -2.914 -0.540  O5 0.967
16 H -0.779 1.795 0.364  N6 1.057
17 H -0.296 0.192 0.953  N6 1.065
18 H 0.773 1.398 0.947  N6 1.022
19 H -0.118 -1.948 2.383  O21 0.952
20 H 1.186 -0.905 2.252  O21 0.954
21 O 0.248 -1.081 2.241  H19 0.952, H20 0.954
22 H 1.719 2.106 2.562  O24 0.953
23 H 0.601 1.470 3.611  O24 0.960
24 O 1.238 1.357 2.902  H22 0.953, H23 0.960

(7)
3 unconnected molecules or ions with the total composition C4H16NO3 in a non-equilibrium geometry. Source: the OMol25 dataset; level of theory: ωB97M-V/def2-TZVPD.

## Properties
- Relative energy (zero: lowest compared OMol25 entry of this formula, charge and spin): 16.1 kcal per mole
- Gap between HOMO and LUMO: 12.050 eV
- Maximum force: 0.0376 hartree/bohr
- E_HOMO: -14.71 eV
- E: -442.23894 Ha
- Net charge: +1

Each atom is followed by the atoms it is bonded to, with distances in Å.
Geometry (Å):
1 O 2.331 -1.776 -0.369  C2 1.416, H7 0.959
2 C 1.512 -0.864 -1.077  O1 1.416, C3 1.535, H8 1.085, H9 1.087
3 C 0.990 0.235 -0.141  C2 1.535, N4 1.476, H10 1.089, H11 1.087
4 N -0.377 -0.043 0.341  C3 1.476, C5 1.509, H12 1.029, H13 1.029
5 C -1.482 0.358 -0.605  N4 1.509, C6 1.542, H14 1.090, H15 1.074
6 C -1.455 1.835 -1.048  C5 1.542, H16 1.092, H17 1.085, H18 1.083
7 H 3.235 -1.501 -0.207  O1 0.959
8 H 2.030 -0.373 -1.895  C2 1.085
9 H 0.737 -1.515 -1.475  C2 1.087
10 H 1.649 0.365 0.716  C3 1.089
11 H 1.027 1.212 -0.615  C3 1.087
12 H -0.643 0.409 1.227  N4 1.029
13 H -0.514 -1.057 0.455  N4 1.029
14 H -1.449 -0.323 -1.455  C5 1.090
15 H -2.403 0.147 -0.093  C5 1.074
16 H -1.365 1.862 -2.136  C6 1.092
17 H -2.454 2.229 -0.894  C6 1.085
18 H -0.638 2.395 -0.609  C6 1.083
19 H 0.299 1.832 3.236  O21 0.934
20 H -0.880 2.338 2.555  O21 0.964
21 O -0.447 1.507 2.778  H19 0.934, H20 0.964
22 H 0.869 -2.970 0.555  O24 0.972
23 H -0.488 -3.477 0.085  O24 0.966
24 O -0.085 -2.825 0.673  H22 0.972, H23 0.966

(8)
4 unconnected molecules or ions with the total composition C4H16NO3 in a non-equilibrium geometry. Source: the OMol25 dataset; level of theory: ωB97M-V/def2-TZVPD.

## Properties
- Relative energy (zero: lowest compared OMol25 entry of this formula, charge and spin): 80.3 kcal per mole
- Gap between HOMO and LUMO: 10.416 eV
- Maximum force: 0.2293 hartree/bohr
- E_HOMO: -13.61 eV
- E: -442.13660 Ha
- Net charge: +1

Each atom is followed by the atoms it is bonded to, with distances in Å.
Geometry (Å):
1 C -0.869 -2.425 -0.685  C2 1.568, H6 1.141, H7 1.057, H8 1.099
2 C -0.539 -1.841 0.732  C1 1.568, C3 1.436, H9 1.115, H10 1.240
3 C -0.351 -0.421 0.649  C2 1.436, C4 1.339, H11 1.046
4 C 0.834 0.160 0.878  C3 1.339, N5 1.451, H12 1.060
5 N 1.184 1.567 0.821  C4 1.451, H13 1.075, H14 1.038, H15 1.101
6 H -1.537 -3.342 -0.560  C1 1.141
7 H 0.012 -2.608 -1.240  C1 1.057
8 H -1.422 -1.680 -1.273  C1 1.099
9 H 0.441 -2.304 0.994  C2 1.115
10 H -1.245 -2.116 1.715  C2 1.240
11 H -1.264 0.086 0.590  C3 1.046
12 H 1.695 -0.424 1.082  C4 1.060
13 H 0.580 2.080 1.546  N5 1.075
14 H 2.212 1.692 0.884  N5 1.038
15 H 0.786 1.908 -0.148  N5 1.101
16 H -0.469 2.541 -2.104  O18 0.954
17 H -1.556 1.615 -1.891  O18 0.875
18 O -0.830 1.902 -1.494  H16 0.954, H17 0.875
19 H 2.874 -1.184 -2.320  O21 1.100
20 H 1.714 -1.721 -3.261  O21 0.845
21 O 2.121 -1.949 -2.557  H19 1.100, H20 0.845
22 H -1.521 2.375 3.156  O24 0.927
23 H -2.450 1.812 2.115  O24 1.056
24 O -1.490 2.231 2.241  H22 0.927, H23 1.056

(9)
4 unconnected molecules or ions with the total composition C4H16NO3 in a non-equilibrium geometry. Source: the OMol25 dataset; level of theory: ωB97M-V/def2-TZVPD.

## Properties
- Relative energy (zero: lowest compared OMol25 entry of this formula, charge and spin): 23.9 kcal per mole
- Gap between HOMO and LUMO: 10.475 eV
- Maximum force: 0.0320 hartree/bohr
- E_HOMO: -13.34 eV
- E: -442.22649 Ha
- Net charge: +1

Each atom is followed by the atoms it is bonded to, with distances in Å.
Geometry (Å):
1 C -0.622 -0.808 -0.044  C2 1.526, N5 1.514, H6 1.094, H7 1.081
2 C 0.352 -1.963 0.166  C1 1.526, C3 1.497, H8 1.096, H9 1.089
3 C 1.544 -1.541 0.967  C2 1.497, C4 1.325, H10 1.086
4 C 1.713 -1.873 2.239  C3 1.325, H11 1.083, H12 1.085
5 N -0.177 0.019 -1.232  C1 1.514, H13 1.016, H14 1.016, H15 1.000
6 H -1.688 -1.025 -0.159  C1 1.094
7 H -0.741 -0.071 0.739  C1 1.081
8 H -0.195 -2.785 0.642  C2 1.096
9 H 0.532 -2.424 -0.805  C2 1.089
10 H 2.375 -1.063 0.457  C3 1.086
11 H 2.466 -1.542 2.943  C4 1.083
12 H 0.915 -2.380 2.770  C4 1.085
13 H -0.917 0.648 -1.530  N5 1.016
14 H 0.638 0.532 -0.905  N5 1.016
15 H 0.162 -0.551 -1.980  N5 1.000
16 H -2.556 2.303 -2.066  O18 0.967
17 H -2.423 2.353 -0.571  O18 0.971
18 O -2.227 1.774 -1.326  H16 0.967, H17 0.971
19 H -1.285 1.873 2.205  O21 0.962
20 H -2.787 1.658 2.540  O21 0.961
21 O -2.151 1.704 1.822  H19 0.962, H20 0.961
22 H 2.327 2.105 -1.622  O24 0.967
23 H 2.765 1.491 -2.904  O24 0.967
24 O 1.979 1.566 -2.345  H22 0.967, H23 0.967

(10)
4 unconnected molecules or ions with the total composition C4H16O3 in a non-equilibrium geometry. Source: the OMol25 dataset; level of theory: ωB97M-V/def2-TZVPD.

## Properties
- Relative energy (zero: lowest compared OMol25 entry of this formula, charge and spin): 26.8 kcal per mole
- SMILES: CCCC.O.O.O
- Gap between HOMO and LUMO: 11.099 eV
- Maximum force: 0.0754 hartree/bohr
- E_HOMO: -10.70 eV
- E: -387.68001 Ha

Each atom is followed by the atoms it is bonded to, with distances in Å.
Geometry (Å):
1 C -0.172 1.706 0.366  C2 1.580, H5 1.083, H6 1.195, H7 1.081
2 C 0.171 0.176 0.564  C1 1.580, C3 1.512, H8 1.165, H9 1.068
3 C -0.501 -0.741 -0.433  C2 1.512, C4 1.589, H10 1.107, H11 1.136
4 C -1.615 -1.688 0.188  C3 1.589, H12 1.131, H13 1.095, H14 1.157
5 H 0.353 2.131 -0.480  C1 1.083
6 H 0.249 2.332 1.293  C1 1.195
7 H -1.230 1.866 0.216  C1 1.081
8 H -0.266 -0.008 1.628  C2 1.165
9 H 1.218 0.009 0.689  C2 1.068
10 H -0.971 -0.154 -1.245  C3 1.107
11 H 0.317 -1.326 -0.962  C3 1.136
12 H -2.215 -2.207 -0.618  C4 1.131
13 H -2.281 -0.985 0.700  C4 1.095
14 H -1.190 -2.458 0.939  C4 1.157
15 O 1.851 0.895 -2.713  H16 0.933, H17 0.996
16 H 2.481 0.322 -2.332  O15 0.933
17 H 1.020 0.574 -2.266  O15 0.996
18 O -2.103 0.999 2.840  H19 0.945, H20 0.979
19 H -1.860 1.734 2.299  O18 0.945
20 H -2.870 1.296 3.369  O18 0.979
21 O 2.804 -1.371 -1.311  H22 0.981, H23 0.981
22 H 3.187 -2.172 -1.729  O21 0.981
23 H 3.624 -0.929 -1.003  O21 0.981